# C72H172B4F16N9O5

A cluster of 13 separate species, C72H172B4F16N9O5 in total in a non-equilibrium geometry (ωB97M-V/def2-TZVPD, the Open Molecules 2025 dataset).

Properties
Highest occupied orbital energy (eV): -16.4
Frontier orbital gap (Eh): 0.3609
Spin multiplicity: 1
Total charge: +5

Positions of all 278 atoms, in Å:
C 4.36910 -4.08635 -4.74206
C 4.83216 -3.06569 -3.64759
C 4.37593 -1.68968 -4.04824
N 4.97968 -0.63219 -3.16984
C 4.54920 -0.83561 -1.75389
C 4.51863 0.67267 -3.65407
C 5.65117 1.61457 -3.21188
C 6.88631 0.80318 -3.60984
C 6.50838 -0.61991 -3.20085
H 4.54537 -3.71917 -5.72446
H 3.30294 -4.20515 -4.61428
H 4.76955 -5.10620 -4.70039
H 5.90629 -3.04279 -3.43150
H 4.34233 -3.32845 -2.72539
H 3.28492 -1.56861 -3.97461
H 4.63486 -1.43052 -5.06865
H 3.45525 -0.80191 -1.68075
H 4.95278 -0.07860 -1.13073
H 4.87303 -1.83870 -1.46921
H 3.46861 0.79931 -3.27430
H 4.51420 0.68754 -4.71949
H 5.53719 1.71292 -2.11208
H 5.65401 2.58542 -3.69588
H 7.85348 1.06819 -3.14307
H 7.04990 0.72039 -4.69690
H 6.87712 -0.93243 -2.22928
H 6.93818 -1.39653 -3.87038
C 2.33431 -7.49794 -7.67932
C 1.66678 -6.30139 -7.01840
C 0.19820 -6.28145 -7.20779
N -0.50813 -5.03171 -6.66225
C -0.24449 -4.74717 -5.18464
C -1.98262 -5.31856 -6.91847
C -2.45598 -4.13464 -7.67841
C -1.44658 -3.04316 -7.36597
C -0.13918 -3.77734 -7.46549
H 1.95403 -7.81038 -8.61176
H 2.39380 -8.30430 -6.99631
H 3.36423 -7.23176 -7.84696
H 2.10773 -5.41757 -7.33289
H 1.84730 -6.30828 -5.93707
H -0.27147 -7.13408 -6.72232
H -0.09855 -6.34393 -8.26608
H 0.84617 -4.54807 -5.09332
H -0.38871 -5.66527 -4.59070
H -0.74823 -3.88480 -4.76859
H -2.53681 -5.63183 -5.98445
H -2.03479 -6.13019 -7.67880
H -3.45713 -3.86870 -7.35385
H -2.41713 -4.39341 -8.75037
H -1.48079 -2.51947 -6.37134
H -1.48533 -2.28198 -8.15055
H 0.71045 -3.17924 -7.12386
H 0.08447 -4.15243 -8.48128
C -1.67064 -10.22391 2.04254
C -2.29789 -11.65643 2.14368
C -1.44630 -12.62952 2.93432
N -2.00072 -14.05278 3.30566
C -0.88681 -14.73950 3.91217
C -2.58541 -14.86886 2.22629
C -3.37984 -15.93796 2.97942
C -4.05406 -15.09659 4.15517
C -3.09857 -13.89450 4.30933
H -2.40624 -9.54464 1.56022
H -0.74796 -10.25744 1.38388
H -1.37282 -9.82730 3.01693
H -2.53415 -11.96794 1.14677
H -3.29947 -11.55857 2.59102
H -1.14794 -12.21274 3.90413
H -0.50218 -12.77097 2.34149
H -0.45932 -14.15588 4.77736
H -0.13542 -14.91061 3.11911
H -1.22814 -15.65760 4.36251
H -1.88694 -15.28529 1.52604
H -3.24281 -14.18152 1.69169
H -2.72816 -16.67138 3.36602
H -4.10188 -16.37412 2.28554
H -4.20273 -15.73619 5.02076
H -5.07925 -14.78692 3.83044
H -2.66784 -13.86819 5.33247
H -3.59996 -12.99046 4.16493
C 1.16330 -3.97351 0.87279
C 0.15052 -2.83132 0.86105
C 0.75134 -1.41647 0.81926
N -0.28057 -0.26768 0.91678
C -1.05527 -0.45305 2.14546
C -1.41256 -0.10409 -0.21589
C -1.81545 1.37771 0.02005
C -0.68225 2.09976 0.78403
C 0.36337 1.01863 0.88407
H 1.88813 -3.93994 0.05994
H 0.63043 -4.91808 0.85975
H 1.71880 -3.93133 1.77973
H -0.52516 -2.88271 1.72954
H -0.53984 -2.83092 0.00272
H 1.36659 -1.33344 -0.10421
H 1.43886 -1.25781 1.69847
H -1.91242 0.28179 2.16076
H -0.30159 -0.25112 2.97735
H -1.48737 -1.45284 2.38161
H -2.22504 -0.81064 0.01001
H -0.99848 -0.37476 -1.19215
H -2.74621 1.54176 0.58206
H -1.95714 1.81059 -0.93075
H -0.93837 2.51393 1.81483
H -0.43174 2.94847 0.12770
H 1.07909 1.16686 1.74817
H 1.07567 1.00109 0.06693
C -6.48544 -2.80002 2.14985
C -6.41547 -1.69469 1.12334
N -7.38056 -0.61736 1.32509
C -8.75969 -1.22512 1.24211
C -7.20222 0.05242 2.61711
C -7.95094 1.34236 2.83023
C -7.26385 0.30708 0.16855
C -5.96458 1.00628 -0.00338
O -5.00488 0.21516 -0.72208
C -4.77234 0.67632 -2.02368
H -5.58076 -3.42075 2.04700
H -7.32959 -3.45450 1.94547
H -6.46665 -2.47560 3.21616
H -6.45956 -2.05538 0.12911
H -5.42446 -1.24601 1.20787
H -9.10476 -1.77930 2.13498
H -8.87943 -1.89641 0.38559
H -9.51533 -0.45170 1.18376
H -6.14028 0.25296 2.73659
H -7.50640 -0.66071 3.40394
H -9.01030 1.33260 2.70396
H -7.55952 2.15792 2.20215
H -7.74832 1.58981 3.89658
H -8.13171 0.96710 0.29472
H -7.49659 -0.31605 -0.74057
H -5.63762 1.31066 1.00902
H -6.23186 1.91790 -0.46225
H -3.94078 0.07577 -2.42452
H -4.51220 1.71962 -2.06713
H -5.64200 0.57012 -2.63507
C 3.07787 5.97733 -0.75685
C 4.12741 5.07051 -0.16119
N 5.21830 5.75551 0.72663
C 4.59401 5.91554 2.10624
C 6.39289 4.83763 0.81197
C 7.40933 5.19063 1.87592
C 5.62090 7.15311 0.35026
C 6.30248 7.29771 -1.02989
O 7.64082 6.85807 -0.92535
C 8.52010 7.39735 -1.93968
H 3.48114 6.71033 -1.47181
H 2.51571 6.50608 0.00509
H 2.29043 5.35253 -1.25517
H 4.66797 4.52124 -0.95021
H 3.80440 4.25012 0.49267
H 4.36554 4.96238 2.59250
H 3.66549 6.38336 1.84518
H 5.05820 6.58418 2.80375
H 6.88144 4.78649 -0.16039
H 5.97191 3.85094 1.07011
H 7.96733 6.07140 1.69368
H 8.03072 4.33659 1.99423
H 6.84596 5.19462 2.81225
H 6.28698 7.50285 1.11084
H 4.67940 7.76044 0.44259
H 6.25185 8.33130 -1.40948
H 5.78627 6.66585 -1.68633
H 8.05376 7.85863 -2.77667
H 9.00535 6.54843 -2.34107
H 9.23760 8.10942 -1.44671
C 6.21740 -0.65266 4.62235
C 4.87354 -1.09117 5.21081
N 4.08285 0.08575 5.85709
C 5.11037 1.00566 6.56138
C 3.32383 0.75025 4.78591
C 2.58456 2.10685 5.07491
C 3.14219 -0.33254 6.92148
C 1.94061 -1.20862 6.53844
O 0.98017 -0.39305 5.81467
C -0.31673 -0.92610 5.76769
H 6.17132 0.20703 3.95804
H 6.49109 -1.52592 3.96990
H 6.90498 -0.39878 5.36689
H 5.23833 -1.68592 6.06509
H 4.21966 -1.66733 4.54654
H 4.56656 1.84006 7.07499
H 5.71486 1.43552 5.74000
H 5.73389 0.39258 7.14418
H 2.55711 0.07504 4.43350
H 4.12183 0.87100 4.03099
H 3.20311 3.01068 5.23712
H 1.76302 2.03508 5.76186
H 2.09347 2.30516 4.09731
H 2.72822 0.54010 7.39055
H 3.71705 -0.87147 7.69065
H 1.41181 -1.59516 7.42004
H 2.23581 -2.04070 5.89763
H -0.41240 -1.85491 5.19155
H -0.91076 -0.14745 5.37615
H -0.68123 -1.14345 6.80510
C -0.23566 7.73318 -5.78126
C 0.32679 6.29168 -5.76415
N 0.08700 5.53528 -7.07966
C 0.31825 6.43181 -8.27691
C 1.00636 4.30152 -7.14583
C 1.10032 3.60201 -8.44633
C -1.42493 5.27124 -7.14645
C -1.99217 4.50379 -5.96664
O -1.48861 3.20924 -6.17778
C -1.60193 2.27036 -5.16347
H 0.44555 8.31816 -6.48328
H -0.25349 8.14667 -4.76152
H -1.29615 7.75996 -6.09901
H 0.02876 5.67707 -4.93657
H 1.41659 6.32580 -5.74922
H 0.13052 5.83602 -9.17095
H 1.34074 6.79270 -8.24495
H -0.37066 7.25315 -8.23352
H 0.56218 3.57499 -6.46405
H 2.01428 4.57547 -6.82830
H 1.49656 4.24372 -9.21922
H 0.22154 3.03232 -8.72477
H 1.98950 2.94091 -8.35917
H -1.67742 4.68875 -8.01844
H -1.89949 6.23592 -7.20654
H -3.08078 4.49691 -5.96365
H -1.77076 4.85287 -4.93840
H -0.81977 2.33488 -4.37676
H -1.67238 1.27682 -5.66782
H -2.51118 2.44275 -4.52741
C -4.17467 5.84112 3.38688
C -3.61079 5.97905 4.77552
N -4.48435 5.88456 5.95758
C -5.24741 4.61559 5.84311
C -3.58106 6.00966 7.22576
C -2.84687 4.69725 7.45727
C -5.59044 6.95412 5.85960
C -5.25377 8.39105 6.24425
O -4.23590 8.91461 5.47925
C -3.82565 10.25646 5.80732
H -4.70102 4.91768 3.27303
H -3.24860 5.72769 2.78093
H -4.75758 6.72703 3.08642
H -3.10814 6.92396 4.82392
H -2.80843 5.27662 4.86512
H -5.86853 4.80837 5.00687
H -5.83107 4.47975 6.77635
H -4.53203 3.86521 5.63850
H -4.23805 6.37467 8.06242
H -2.98714 6.85877 6.97708
H -3.41156 3.91317 7.91436
H -2.12697 4.93824 8.21236
H -2.34344 4.27321 6.63064
H -6.35765 6.66003 6.51648
H -6.02649 7.01380 4.86820
H -4.85632 8.41535 7.29928
H -6.12108 9.05914 6.23259
H -3.55673 10.34284 6.86827
H -4.61501 10.92929 5.45406
H -3.01996 10.52947 5.19799
B 0.85712 -1.74070 -3.20212
F 1.22793 -0.46475 -2.90211
F 0.79241 -1.91032 -4.59614
F 1.74081 -2.68595 -2.71265
F -0.40522 -2.11551 -2.67979
B -3.99366 1.35919 3.89757
F -5.07189 2.22432 4.23533
F -2.79407 1.99270 4.32931
F -4.14296 0.11499 4.49514
F -3.96838 1.23745 2.48617
B 0.06825 4.38023 -2.36781
F 1.31306 4.12343 -2.82767
F -0.49022 5.42251 -3.14873
F -0.77436 3.25168 -2.40629
F 0.18064 4.80096 -1.00110
B 4.30013 1.60661 1.48052
F 5.56158 1.07286 1.72336
F 4.07561 2.75303 2.27185
F 4.13168 1.88838 0.05825
F 3.33327 0.66881 1.86787

Löwdin atomic charge list, values in e, 99 entries: atom 1 (C): -0.055, atom 2 (C): -0.199, atom 3 (C): -0.135, atom 4 (N): -0.262, atom 5 (C): 0.038, atom 6 (C): -0.106, atom 7 (C): -0.125, atom 8 (C): -0.132, atom 9 (C): -0.092, atom 10 (H): 0.062, atom 11 (H): 0.050, atom 12 (H): 0.085, atom 13 (H): 0.108, atom 14 (H): 0.093, atom 15 (H): 0.118, atom 16 (H): 0.140, atom 17 (H): 0.107, atom 18 (H): 0.083, atom 19 (H): 0.110, atom 20 (H): 0.159, atom 21 (H): 0.125, atom 22 (H): 0.109, atom 23 (H): 0.119, atom 24 (H): 0.134, atom 25 (H): 0.127, atom 26 (H): 0.132, atom 27 (H): 0.138, atom 28 (C): -0.055, atom 29 (C): -0.238, atom 30 (C): -0.142, atom 31 (N): -0.230, atom 32 (C): 0.032, atom 33 (C): -0.119, atom 34 (C): -0.159, atom 35 (C): -0.158, atom 36 (C): -0.095, atom 37 (H): 0.074, atom 38 (H): 0.072, atom 39 (H): 0.082, atom 40 (H): 0.089, atom 41 (H): 0.114, atom 42 (H): 0.143, atom 43 (H): 0.144, atom 44 (H): 0.092, atom 45 (H): 0.120, atom 46 (H): 0.092, atom 47 (H): 0.162, atom 48 (H): 0.132, atom 49 (H): 0.127, atom 50 (H): 0.138, atom 51 (H): 0.134, atom 52 (H): 0.129, atom 53 (H): 0.138, atom 54 (H): 0.147, atom 55 (C): -0.086, atom 56 (C): -0.240, atom 57 (C): -0.100, atom 58 (N): -0.293, atom 59 (C): -0.013, atom 60 (C): -0.105, atom 61 (C): -0.108, atom 62 (C): -0.087, atom 63 (C): -0.099, atom 64 (H): 0.083, atom 65 (H): 0.094, atom 66 (H): 0.071, atom 67 (H): 0.100, atom 68 (H): 0.110, atom 69 (H): 0.137, atom 70 (H): 0.153, atom 71 (H): 0.139, atom 72 (H): 0.132, atom 73 (H): 0.110, atom 74 (H): 0.142, atom 75 (H): 0.138, atom 76 (H): 0.092, atom 77 (H): 0.130, atom 78 (H): 0.117, atom 79 (H): 0.131, atom 80 (H): 0.152, atom 81 (H): 0.100, atom 82 (C): -0.073, atom 83 (C): -0.230, atom 84 (C): -0.089, atom 85 (N): -0.241, atom 86 (C): -0.011, atom 87 (C): 0.000, atom 88 (C): -0.141, atom 89 (C): -0.107, atom 90 (C): -0.163, atom 91 (H): 0.074, atom 92 (H): 0.077, atom 93 (H): 0.060, atom 94 (H): 0.090, atom 95 (H): 0.111, atom 96 (H): 0.134, atom 97 (H): 0.139, atom 98 (H): 0.106, atom 99 (H): 0.124